C57H47CdN5O3PSbSe4 | ωB97M-V with the def2-TZVPD basis set

Results
calculated total energy	-355240.1259	eV
HOMO-LUMO gap	4.71	eV
M	1431.0	g/mol
charge	-2
ΔE to the lowest compared entry with this formula, charge and spin	118.2	kcal per mole
LUMO	3.44	eV

```
119
C57H47CdN5O3PSbSe4, DFT ωB97M-V with the def2-TZVPD basis set
Cd -0.838 0.124 -0.467
O 0.325 -0.721 1.822
C -0.293 -0.036 2.963
C -1.554 0.748 2.438
C -1.441 2.092 1.706
C -1.169 3.279 2.242
C -1.249 4.480 1.389
C -1.537 4.461 0.077
C -1.641 3.141 -0.690
C -0.643 3.032 -1.864
C 0.816 2.554 -1.526
O 0.880 1.575 -0.572
C 1.479 2.149 -2.868
C 0.896 2.271 -4.063
C 1.604 2.088 -5.324
C 2.880 1.714 -5.384
C 3.617 1.352 -4.127
C 2.935 1.725 -2.774
C 1.665 3.731 -1.016
C 1.703 4.951 -1.675
C 2.521 5.968 -1.215
C 3.313 5.765 -0.091
C 3.301 4.533 0.539
C 2.480 3.518 0.082
N -1.780 2.037 0.341
C 0.655 0.926 3.682
C 1.286 1.924 2.948
C 2.037 2.891 3.605
C 2.249 2.799 4.974
C 1.694 1.754 5.691
C 0.883 0.832 5.056
C -0.787 -1.129 3.925
C -1.768 -0.861 4.882
C -2.168 -1.835 5.785
C -1.596 -3.088 5.771
C -0.609 -3.376 4.847
C -0.213 -2.396 3.938
H -2.161 0.972 3.309
H -2.131 0.045 1.834
H -0.895 3.404 3.286
H -1.094 5.422 1.896
H -1.608 5.376 -0.496
H -0.646 3.985 -2.409
H -1.049 2.293 -2.549
H -0.141 2.547 -4.171
H 1.020 2.269 -6.210
H 3.401 1.565 -6.328
H 4.646 1.739 -4.167
H 3.461 2.491 -2.223
H 1.122 5.103 -2.576
H 2.525 6.927 -1.732
H 3.933 6.574 0.288
H 3.967 4.363 1.383
H 2.469 2.545 0.549
H 1.150 1.976 1.874
H 2.479 3.702 3.042
H 2.831 3.544 5.500
H 1.885 1.642 6.751
H 0.446 0.038 5.643
H -2.231 0.107 4.960
H -2.954 -1.597 6.504
H -1.947 -3.836 6.469
H -0.169 -4.370 4.788
H 0.528 -2.664 3.208
O 2.457 -0.635 2.565
C 1.626 -1.174 1.913
C 1.947 -2.496 1.251
C 2.938 -3.209 1.941
C 3.367 -4.445 1.498
C 2.832 -4.988 0.340
C 1.879 -4.290 -0.365
C 1.410 -3.059 0.083
P 0.307 -2.136 -1.027
C 1.565 -1.415 -2.131
C 1.620 -1.589 -3.579
C 2.556 -0.996 -4.310
C 3.628 -0.149 -3.703
C 3.328 0.286 -2.255
C 2.360 -0.558 -1.495
C -0.813 -3.420 -1.672
C -1.408 -3.388 -2.929
C -2.538 -4.157 -3.201
C -3.048 -4.995 -2.226
C -2.418 -5.119 -0.995
C -1.296 -4.337 -0.737
H 3.367 -2.751 2.820
H 4.122 -4.999 2.050
H 3.182 -5.957 -0.005
H 1.500 -4.687 -1.292
H 0.865 -2.191 -4.049
H 2.539 -1.100 -5.387
H 4.592 -0.636 -3.865
H 4.238 0.388 -1.665
H 2.285 -0.340 -0.434
H -1.075 -2.734 -3.716
H -3.030 -4.049 -4.163
H -3.972 -5.528 -2.405
H -2.817 -5.777 -0.225
H -0.835 -4.386 0.246
N -2.958 2.661 -1.142
C -3.077 1.740 -0.169
H -3.317 2.619 -2.115
Se -2.317 -1.589 -6.348
Sb -3.079 -0.225 -4.463
Se -5.248 -1.152 -3.826
Se -3.430 2.152 -4.944
Se -1.198 -0.237 -2.904
N -6.108 -1.906 -0.611
C -4.976 -2.102 0.099
C -3.762 -1.578 -0.419
N -2.652 -1.688 0.260
C -2.685 -2.372 1.422
C -3.875 -2.832 1.943
N -5.029 -2.688 1.292
H -5.989 -1.607 -1.580
H -6.917 -2.424 -0.317
H -3.748 -1.061 -1.371
H -1.737 -2.494 1.934
H -3.925 -3.334 2.913
```

***

C57H47N9O5PSSn | ωB97M-V with the def2-TZVPD basis set

Results
calculated total energy	-109482.1476	eV
HOMO-LUMO gap	5.21	eV
M	1119.8	g/mol
charge	-1
LUMO	1.39	eV

```
121
C57H47N9O5PSSn, DFT ωB97M-V with the def2-TZVPD basis set
Sn 0.107 0.525 0.144
C 0.694 1.734 6.813
C 0.033 2.427 5.808
C -0.309 1.782 4.632
C -0.019 0.427 4.455
C 0.639 -0.263 5.469
C 0.998 0.393 6.639
P -0.477 -0.249 2.819
C 0.299 -1.893 2.938
C 1.698 -1.907 2.968
C 2.385 -3.102 3.090
C 1.685 -4.301 3.158
C 0.300 -4.295 3.088
C -0.394 -3.096 2.979
C -2.264 -0.551 2.983
C -2.905 -0.666 4.192
C -4.303 -0.822 4.242
C -5.033 -0.853 3.087
C -4.408 -0.718 1.825
C -5.156 -0.716 0.626
C -4.522 -0.546 -0.572
C -3.121 -0.369 -0.621
C -2.322 -0.362 0.503
C -2.992 -0.552 1.754
H 0.981 2.241 7.726
H -0.198 3.478 5.938
H -0.790 2.316 3.817
H 0.876 -1.312 5.353
H 1.524 -0.148 7.417
H 2.230 -0.963 2.909
H 3.468 -3.105 3.127
H 2.221 -5.238 3.255
H -0.244 -5.232 3.127
H -1.477 -3.089 2.942
H -2.337 -0.629 5.114
H -4.795 -0.905 5.204
H -6.112 -0.964 3.127
H -6.233 -0.842 0.676
H -5.101 -0.532 -1.491
H -2.664 -0.232 -1.600
C 10.472 -9.554 -0.067
O 9.082 -9.798 -0.078
C 8.255 -8.722 -0.107
C 6.888 -8.999 -0.134
C 5.969 -7.976 -0.166
C 6.383 -6.640 -0.168
C 7.748 -6.376 -0.144
C 8.683 -7.402 -0.113
C 5.381 -5.579 -0.216
N 4.099 -5.758 -0.428
C 3.540 -4.507 -0.431
C 4.511 -3.547 -0.214
N 5.682 -4.248 -0.078
C 4.261 -2.145 -0.259
C 5.228 -1.141 -0.104
C 4.875 0.170 -0.317
C 3.563 0.454 -0.710
N 2.630 -0.471 -0.797
C 2.936 -1.749 -0.536
C 1.868 -2.748 -0.589
N 0.599 -2.309 -0.612
C -0.383 -3.183 -0.700
C -0.172 -4.562 -0.795
C 1.116 -5.036 -0.728
C 2.170 -4.127 -0.597
H 10.948 -10.531 -0.042
H 10.775 -8.985 0.817
H 10.792 -9.019 -0.965
H 6.574 -10.035 -0.128
H 4.907 -8.180 -0.192
H 8.114 -5.357 -0.163
H 9.735 -7.155 -0.098
H 6.583 -3.858 0.124
H 6.243 -1.402 0.171
H 5.597 0.967 -0.202
H 3.253 1.462 -0.966
H -1.383 -2.757 -0.694
H -1.014 -5.233 -0.893
H 1.340 -6.095 -0.749
C -2.888 4.628 -1.071
C -2.533 5.149 0.323
C -1.079 4.854 0.773
C -0.927 5.182 2.266
C 0.482 4.907 2.788
C -0.151 5.758 -0.025
O -0.094 6.961 0.159
N 0.597 5.148 -0.985
C 0.600 3.765 -1.309
O 1.279 3.410 -2.262
N -0.141 2.952 -0.541
C -0.812 3.371 0.544
O -1.260 2.542 1.342
H -3.890 4.957 -1.352
H -2.870 3.538 -1.089
H -2.187 4.997 -1.824
H -3.199 4.689 1.055
H -2.676 6.231 0.360
H -1.651 4.578 2.813
H -1.170 6.238 2.402
H 0.780 3.873 2.605
H 0.529 5.087 3.863
H 1.209 5.564 2.306
H 1.207 5.727 -1.542
N -0.957 1.221 -7.636
C -0.126 0.339 -7.055
S 0.822 -0.624 -8.017
C -0.114 0.296 -5.579
C -0.852 1.186 -4.796
C -0.821 1.066 -3.418
N -0.110 0.145 -2.781
C 0.629 -0.680 -3.517
C 0.653 -0.652 -4.900
H -0.966 1.272 -8.638
H -1.598 1.785 -7.106
H -1.442 1.981 -5.234
H -1.386 1.748 -2.791
H 1.223 -1.397 -2.966
H 1.249 -1.354 -5.463
O 3.550 2.363 2.995
C 2.667 1.918 2.310
N 1.800 1.460 1.636
```

***

C57H55FN5O8P2PbSe2Te | ωB97M-V with the def2-TZVPD basis set

Results
calculated total energy	-248358.7427	eV
HOMO-LUMO gap	3.53	eV
M	1511.8	g/mol
charge	-1
ΔE to the lowest compared entry with this formula, charge and spin	87.2	kcal per mole
LUMO	-0.12	eV

```
132
C57H55FN5O8P2PbSe2Te, DFT ωB97M-V with the def2-TZVPD basis set
Pb 0.039 -0.735 -0.476
O 3.055 5.175 -0.858
C 2.489 3.932 -0.796
C 1.484 3.669 0.260
C 0.598 2.460 -0.183
N 0.907 1.684 -1.310
C 2.033 1.828 -1.901
C 2.843 3.011 -1.716
C 2.458 0.704 -2.858
O 3.136 1.040 -3.839
O 2.080 -0.448 -2.499
C -0.908 2.366 0.079
O -1.599 3.360 -0.148
O -1.270 1.202 0.432
H 2.803 5.668 -0.070
H 1.818 5.371 1.481
H 3.630 3.218 -2.429
C -5.779 4.423 -3.496
C -5.635 3.177 -4.363
N -4.506 2.349 -3.971
C -4.736 1.173 -3.285
C -3.803 0.334 -2.785
C -4.290 -1.042 -2.288
O -5.385 -1.042 -1.695
O -3.576 -1.986 -2.693
C -2.427 0.698 -2.922
O -1.441 0.153 -2.455
C -2.180 1.941 -3.701
C -0.855 2.292 -3.908
C -0.555 3.406 -4.627
F 0.752 3.763 -4.756
C -1.545 4.206 -5.200
C -2.871 3.849 -5.007
C -3.206 2.728 -4.230
N -1.249 5.381 -5.960
C -0.049 5.505 -6.760
C 1.103 6.207 -6.041
N 0.594 7.513 -5.483
C -0.585 7.288 -4.571
C -1.686 6.639 -5.404
H -6.638 5.014 -3.821
H -4.887 5.048 -3.549
H -5.922 4.139 -2.453
H -5.544 3.444 -5.419
H -6.526 2.560 -4.267
H -5.778 0.915 -3.141
H -0.083 1.683 -3.459
H -3.636 4.454 -5.478
H -0.298 6.084 -7.661
H 0.294 4.525 -7.081
H 1.933 6.421 -6.713
H 1.456 5.623 -5.200
H 0.288 8.104 -6.259
H 1.342 8.002 -4.994
H -0.880 8.245 -4.143
H -0.261 6.611 -3.780
H -1.977 7.324 -6.213
H -2.554 6.481 -4.769
C 3.429 -2.835 -0.561
Se 1.797 -3.271 0.415
C 1.124 -4.617 -0.839
C 0.766 -4.058 -2.210
Se -1.016 -3.229 -2.238
C -0.724 -2.478 -4.004
H 3.673 -3.682 -1.199
H 4.218 -2.683 0.171
H 3.273 -1.945 -1.172
H 0.255 -5.067 -0.358
H 1.906 -5.373 -0.901
H 0.745 -4.864 -2.945
H 1.488 -3.308 -2.541
H -0.451 -3.284 -4.682
H 0.069 -1.732 -3.945
H -1.664 -2.024 -4.309
Te 1.400 -2.533 4.163
C 1.267 -1.990 6.210
C 2.352 -2.092 7.072
C 2.206 -1.697 8.396
N 1.073 -1.224 8.910
C 0.032 -1.139 8.074
C 0.078 -1.503 6.739
C 0.377 -0.820 3.437
P -1.111 -1.233 2.407
C -2.407 -0.064 2.984
C -2.358 0.539 4.235
C -3.385 1.378 4.654
C -4.468 1.619 3.818
C -4.528 1.009 2.571
C -3.505 0.170 2.158
C -1.833 -2.803 3.054
C -2.784 -2.870 4.068
C -3.267 -4.097 4.509
C -2.817 -5.277 3.935
C -1.886 -5.224 2.906
C -1.409 -3.999 2.474
P 1.424 -0.007 2.186
C 3.147 0.105 2.824
C 4.223 -0.055 1.961
C 5.531 0.041 2.431
C 5.764 0.300 3.772
C 4.689 0.478 4.641
C 3.392 0.385 4.170
C 1.099 1.819 2.217
C 1.624 2.341 0.936
C 0.952 4.882 1.004
C -0.070 4.735 2.100
C -0.287 3.761 2.984
C 0.278 2.413 3.079
H 3.308 -2.460 6.718
H 3.049 -1.754 9.078
H -0.890 -0.760 8.503
H -0.802 -1.411 6.113
H -1.503 0.348 4.874
H -3.339 1.841 5.633
H -5.260 2.286 4.136
H -5.366 1.191 1.911
H -3.556 -0.296 1.180
H -3.160 -1.960 4.519
H -4.004 -4.127 5.302
H -3.198 -6.231 4.279
H -1.536 -6.137 2.440
H -0.693 -3.961 1.660
H 4.038 -0.255 0.910
H 6.361 -0.091 1.748
H 6.780 0.369 4.143
H 4.869 0.690 5.688
H 2.551 0.524 4.841
H 2.504 1.797 0.602
H 0.543 5.585 0.271
H -0.693 5.618 2.203
H -1.070 3.959 3.709
H -0.080 1.803 3.902
```

***

C57H57N9O4 | ωB97M-V with the def2-TZVPD basis set

Results
SMILES	Oc1ccc(O)cc1.Oc1ccc(O)cc1.c1ccncc1.c1ccncc1.c1ccncc1.c1ccncc1.c1ccncc1.c1ccncc1.c1ccncc1.c1ccncc1.c1ccncc1
calculated total energy	-81614.9637	eV
HOMO-LUMO gap	7.79	eV
M	932.1	g/mol
charge	0
ΔE to the lowest compared entry with this formula, charge and spin	16.3	kcal per mole
LUMO	-0.22	eV

```
127
C57H57N9O4, DFT ωB97M-V with the def2-TZVPD basis set
O 1.292 -2.404 4.086
C 0.774 -2.600 5.403
C -0.133 -1.627 5.850
C -0.699 -1.713 7.244
C -0.328 -2.837 8.047
O -0.891 -2.885 9.294
C 0.613 -3.782 7.494
C 1.001 -3.753 6.154
H 1.852 -3.229 3.690
H -0.482 -0.804 5.083
H -1.326 -1.099 7.617
H -1.704 -2.506 9.532
H 0.968 -4.486 8.160
H 1.574 -4.514 5.845
O 0.742 3.533 -0.002
C 0.662 2.239 0.104
C 1.118 1.416 1.173
C 1.120 -0.113 1.212
C 0.452 -0.724 0.099
O 0.413 -2.030 -0.007
C 0.025 0.099 -1.013
C 0.266 1.511 -1.022
H 0.245 4.062 -0.757
H 1.538 1.999 2.098
H 1.361 -0.626 1.946
H 0.010 -2.474 0.566
H -0.304 -0.381 -1.839
H -0.212 1.955 -1.911
C 3.852 0.252 3.399
C 3.784 1.392 4.214
C 4.002 2.791 3.757
N 4.243 2.940 2.427
C 4.360 1.772 1.541
C 4.225 0.402 2.073
H 3.778 -0.714 3.673
H 3.629 1.134 5.192
H 4.137 3.519 4.307
H 4.292 2.086 0.489
H 4.310 -0.386 1.241
C -0.888 0.206 -5.719
C 0.052 0.439 -6.665
C -0.261 1.246 -7.761
N -1.453 1.762 -7.818
C -2.476 1.428 -7.013
C -2.162 0.623 -5.884
H -0.673 -0.353 -4.772
H 1.037 0.071 -6.633
H 0.480 1.362 -8.456
H -3.361 1.912 -7.169
H -2.930 0.462 -5.228
C 1.318 -2.454 -3.521
C 2.114 -2.429 -4.752
C 1.999 -3.593 -5.604
N 1.217 -4.691 -5.442
C 0.513 -4.714 -4.273
C 0.567 -3.660 -3.335
H 1.465 -1.582 -2.676
H 2.772 -1.647 -4.947
H 2.694 -3.557 -6.550
H -0.094 -5.437 -3.928
H 0.024 -3.936 -2.389
C -5.542 -2.272 -2.008
C -5.328 -3.091 -2.965
C -4.133 -2.815 -3.839
N -3.241 -1.809 -3.593
C -3.388 -1.032 -2.551
C -4.573 -1.156 -1.731
H -6.201 -2.486 -1.057
H -6.055 -3.894 -2.993
H -3.805 -3.424 -4.460
H -2.779 -0.080 -2.519
H -4.753 -0.523 -0.905
C -1.652 -5.793 1.341
C -1.356 -5.081 2.573
C -1.817 -3.748 2.709
N -2.509 -3.140 1.734
C -2.744 -3.798 0.557
C -2.429 -5.162 0.362
H -1.426 -6.869 1.175
H -1.035 -5.459 3.363
H -1.689 -3.186 3.755
H -3.234 -3.195 -0.306
H -2.729 -5.712 -0.359
C 4.659 -5.417 1.614
C 4.047 -6.248 2.567
C 2.793 -5.929 3.098
N 2.084 -4.799 2.654
C 2.836 -3.860 1.958
C 4.028 -4.156 1.370
H 5.760 -5.536 1.224
H 4.489 -7.228 2.866
H 2.020 -6.778 3.642
H 2.409 -2.848 1.789
H 4.529 -3.480 0.524
C 3.961 6.956 2.236
C 3.926 8.330 1.888
C 2.919 8.631 0.927
N 2.040 7.850 0.381
C 2.027 6.607 0.963
C 3.021 6.008 1.744
H 4.683 6.531 3.143
H 4.529 9.074 2.398
H 2.777 9.712 0.372
H 1.571 5.786 0.344
H 3.006 5.032 2.025
C -4.055 4.445 1.277
C -5.224 4.389 0.508
C -5.392 3.318 -0.400
N -4.529 2.267 -0.452
C -3.328 2.448 0.224
C -3.125 3.525 1.090
H -3.945 5.335 1.758
H -5.958 5.384 0.599
H -6.410 3.062 -1.148
H -2.524 1.828 -0.083
H -2.198 3.706 1.691
C -0.953 3.966 -4.433
C -2.095 3.870 -3.661
C -2.181 4.738 -2.505
N -1.118 5.482 -2.178
C -0.020 5.491 -2.922
C 0.168 4.728 -4.123
H -1.006 3.529 -5.437
H -2.999 3.319 -4.100
H -3.258 5.021 -2.205
H 0.811 6.090 -2.652
H 1.135 4.691 -4.744
```